(1)
Density functional theory data (ωB97M-V with the def2-TZVPD basis set) for one molecule with the formula C2H3Cl2F2N at a distorted geometry.

Summary:
* multiplicity: 1
* lowest unoccupied orbital energy: -1.38 eV
* gap between HOMO and LUMO: 8.996 eV
* energy relative to the best compared isomer or geometry (same formula, charge and spin): 38.3 kJ/mol
* HOMO: -10.4 eV

Cartesian coordinates (Å):
C -1.224 -0.117 -0.144
C 0.091 0.489 0.174
N 1.080 -0.440 -0.371
F 0.300 1.657 -0.462
F 0.313 0.770 1.448
Cl 2.590 0.375 -0.456
Cl 1.142 -2.070 0.741
H -1.202 -0.976 0.412
H -1.941 0.643 -0.039
H -1.149 -0.330 -1.304

Löwdin population analysis, charges in e, atoms 1 to 8:
1. C 0.0084
2. C -0.8651
3. N -0.6610
4. F 0.0497
5. F 0.0945
6. Cl 0.6545
7. Cl 0.4655
8. H 0.0203

---

(2)
Density functional theory data (ωB97M-V with the def2-TZVPD basis set) for C2H3Cl2F2P as an isolated structure at a distorted geometry.

Summary:
* multiplicity: 1
* lowest unoccupied orbital energy (spin up / spin down): -1.42 / -1.72 eV
* gap between HOMO and LUMO (spin up / spin down): 7.103 / 7.287 eV
* energy relative to the best compared isomer or geometry (same formula, charge and spin): 136.2 kJ/mol
* HOMO (spin up / spin down): -8.5 / -9.0 eV

Cartesian coordinates (Å):
C 0.571 -0.545 1.248
C -0.736 1.887 0.282
F -1.521 2.771 -0.494
F -0.261 2.614 1.271
P 0.405 1.121 -0.913
Cl 1.777 0.431 1.986
Cl 0.871 -2.193 1.232
H -1.485 1.059 0.486
H -0.848 0.321 -1.330
H 0.516 -0.002 0.141

Löwdin population analysis, charges in e, atoms 1 to 8:
1. C -1.1614
2. C -0.7386
3. F -0.0820
4. F 0.0306
5. P 0.9136
6. Cl 0.5615
7. Cl 0.6077
8. H 0.1162

---

(3)
Density functional theory data (ωB97M-V with the def2-TZVPD basis set) for a 2-piece molecular cluster, C2H3Cl2NO3P overall at a distorted geometry.

Summary:
* multiplicity: 1
* lowest unoccupied orbital energy: 3.46 eV
* gap between HOMO and LUMO: 8.373 eV
* net charge: -1
* HOMO: -4.9 eV

Cartesian coordinates (Å):
C -4.552 0.813 -2.200
C 0.111 -0.029 0.423
N -1.332 0.185 0.203
O -4.560 0.055 -3.063
O -4.446 1.702 -1.486
O -3.724 -0.784 -0.319
P -2.300 -0.935 -0.159
Cl -2.018 -2.432 1.327
Cl -1.706 -2.140 -1.829
H 0.065 -0.668 1.336
H 0.599 -0.488 -0.491
H 0.698 1.019 0.597

Löwdin population analysis, charges in e, atoms 1 to 8:
1. C -0.4961
2. C -0.2837
3. N -0.3504
4. O 0.1803
5. O 0.1905
6. O -0.4323
7. P -0.1995
8. Cl 0.1318

---

(4)
Density functional theory data (ωB97M-V with the def2-TZVPD basis set) for a 2-piece molecular cluster, C2H3Cl2NSi overall at a distorted geometry.

Summary:
* multiplicity: 1
* lowest unoccupied orbital energy (spin up / spin down): -2.20 / -1.85 eV
* gap between HOMO and LUMO (spin up / spin down): 8.970 / 8.581 eV
* energy relative to the best compared isomer or geometry (same formula, charge and spin): 408.2 kJ/mol
* HOMO (spin up / spin down): -11.2 / -10.4 eV

Cartesian coordinates (Å):
C 0.625 2.196 -0.794
C 0.476 0.777 -0.848
N 0.797 3.309 -0.989
Si 1.554 -0.398 0.137
Cl 2.432 0.708 1.685
Cl 3.077 -0.854 -1.171
H -0.019 0.315 -1.695
H -0.818 0.107 0.830
H 1.227 -1.690 0.833

Löwdin population analysis, charges in e, atoms 1 to 8:
1. C -0.3386
2. C -0.2636
3. N 0.1773
4. Si -0.2688
5. Cl 0.2249
6. Cl 0.2606
7. H 0.0538
8. H 0.1947

---

(5)
Density functional theory data (ωB97M-V with the def2-TZVPD basis set) for a 2-piece molecular cluster, C2H3Cl2O2P overall at a distorted geometry.

Summary:
* multiplicity: 1
* lowest unoccupied orbital energy (spin up / spin down): -1.21 / -1.21 eV
* gap between HOMO and LUMO (spin up / spin down): 9.066 / 9.066 eV
* energy relative to the best compared isomer or geometry (same formula, charge and spin): 388.1 kJ/mol
* HOMO (spin up / spin down): -10.3 / -10.3 eV

Cartesian coordinates (Å):
C 0.668 1.435 0.444
C 0.176 -1.195 -0.108
O -0.503 1.663 0.554
O 1.350 0.435 0.136
P -1.021 -0.342 -1.166
Cl 1.835 2.713 0.746
Cl -0.215 -1.457 1.611
H 1.106 -1.717 -0.630
H -1.828 0.036 -0.020
H -1.568 -1.572 -1.567

Löwdin population analysis, charges in e, atoms 1 to 8:
1. C -1.1539
2. C -0.7189
3. O -0.0792
4. O -0.1718
5. P 0.8391
6. Cl 0.6852
7. Cl 0.6184
8. H 0.1172

---

(6)
Density functional theory data (ωB97M-V with the def2-TZVPD basis set) for one molecule with the formula C2H3Cl2OP at a distorted geometry.

Summary:
* multiplicity: 1
* lowest unoccupied orbital energy: 0.15 eV
* gap between HOMO and LUMO: 9.327 eV
* energy relative to the best compared isomer or geometry (same formula, charge and spin): 280.3 kJ/mol
* HOMO: -9.2 eV

Cartesian coordinates (Å):
C 0.435 0.642 1.356
C -0.346 0.099 -1.884
O 1.157 1.594 1.140
P -0.885 0.000 -0.034
Cl 1.254 -0.434 -2.298
Cl -1.584 -0.877 -2.697
H -0.386 1.082 -2.201
H 0.311 0.065 2.299
H -0.992 -1.391 0.372

Löwdin population analysis, charges in e, atoms 1 to 8:
1. C -0.4160
2. C -1.3866
3. O -0.0416
4. P 0.8345
5. Cl 0.5316
6. Cl 0.4901
7. H -0.0221
8. H 0.0690

---

(7)
Density functional theory data (ωB97M-V with the def2-TZVPD basis set) for a 2-piece molecular cluster, C2H3Cl3O overall at a distorted geometry.

Summary:
* multiplicity: 3
* lowest unoccupied orbital energy (spin up / spin down): 0.57 / -2.25 eV
* gap between HOMO and LUMO (spin up / spin down): 5.876 / 8.750 eV
* energy relative to the best compared isomer or geometry (same formula, charge and spin): 0.0 kJ/mol
* HOMO (spin up / spin down): -5.3 / -11.0 eV
* <S²>: 2.007

Cartesian coordinates (Å):
C -0.928 0.034 -0.164
C 1.104 -0.296 -0.052
O -1.119 1.338 -0.288
Cl -1.653 -0.758 1.270
Cl 1.499 -0.651 -1.690
Cl 1.629 -1.565 1.003
H -0.858 -0.535 -1.083
H 1.553 0.578 0.420
H -1.228 1.853 0.583

Löwdin population analysis, charges in e, atoms 1 to 8:
1. C -0.7923
2. C -1.1189
3. O -0.0490
4. Cl 0.5643
5. Cl 0.6054
6. Cl 0.5498
7. H 0.0495
8. H 0.0363

---

(8)
Density functional theory data (ωB97M-V with the def2-TZVPD basis set) for C2H3Cl3Si as an isolated structure at a distorted geometry.

Summary:
* multiplicity: 1
* lowest unoccupied orbital energy (spin up / spin down): -0.75 / -0.09 eV
* gap between HOMO and LUMO (spin up / spin down): 7.416 / 8.598 eV
* energy relative to the best compared isomer or geometry (same formula, charge and spin): 825.1 kJ/mol
* HOMO (spin up / spin down): -8.2 / -8.7 eV

Cartesian coordinates (Å):
C -0.151 0.660 0.212
C -1.669 -0.502 -0.032
Si 1.470 -0.008 0.029
Cl -0.644 2.264 0.031
Cl -3.040 0.330 -0.459
Cl -1.571 -2.177 0.215
H 2.249 0.878 -0.690
H 1.083 -1.231 -0.578
H 2.273 -0.214 1.273

Löwdin population analysis, charges in e, atoms 1 to 8:
1. C -0.8625
2. C -1.2176
3. Si 0.5282
4. Cl 0.5816
5. Cl 0.6146
6. Cl 0.5997
7. H -0.0942
8. H -0.0854

---

(9)
Density functional theory data (ωB97M-V with the def2-TZVPD basis set) for C2H3Cl4OP as an isolated structure at a distorted geometry.

Summary:
* multiplicity: 1
* lowest unoccupied orbital energy: 0.50 eV
* gap between HOMO and LUMO: 10.463 eV
* energy relative to the best compared isomer or geometry (same formula, charge and spin): 0.0 kJ/mol
* HOMO: -10.0 eV

Cartesian coordinates (Å):
C 0.106 -1.303 1.464
C 0.375 1.265 -1.398
O 0.343 -0.282 0.492
P -0.382 -0.366 -0.955
Cl -0.690 1.719 -2.767
Cl 0.227 2.504 -0.179
Cl 2.108 1.154 -1.861
Cl -2.163 0.145 -0.256
H -0.447 -0.822 2.447
H 1.100 -1.878 1.787
H -0.577 -2.135 1.223

Löwdin population analysis, charges in e, atoms 1 to 8:
1. C -0.2026
2. C -1.8193
3. O -0.5922
4. P 0.4165
5. Cl 0.4913
6. Cl 0.5598
7. Cl 0.5305
8. Cl 0.3131

---

(10)
Density functional theory data (ωB97M-V with the def2-TZVPD basis set) for a 2-piece molecular cluster, C2H3Cl5 overall.

Summary:
* multiplicity: 1
* lowest unoccupied orbital energy: 0.52 eV
* gap between HOMO and LUMO: 11.497 eV
* energy relative to the best compared isomer or geometry (same formula, charge and spin): 12.5 kJ/mol
* HOMO: -11.0 eV

Cartesian coordinates (Å):
C 0.506 1.587 -2.290
Cl -0.217 1.039 -0.739
Cl -0.654 2.585 -3.179
Cl 0.977 0.200 -3.280
H 1.378 2.172 -2.044
C -0.296 -1.442 2.256
Cl -0.536 -3.103 1.728
Cl -1.324 -0.974 3.630
H 0.735 -1.236 2.514
H -0.569 -0.827 1.405

Löwdin population analysis, charges in e, atoms 1 to 8:
1. C -1.5154
2. Cl 0.5022
3. Cl 0.5191
4. Cl 0.5214
5. H 0.0106
6. C -1.0413
7. Cl 0.5132
8. Cl 0.4941

---

- Which value of multiplicity does entry 3 give?
  1